68
Properties=species:S:1:pos:R:3:forces:R:3:nbo_charge:R:1 method="wB97M-V/def2-TZVPD" total_charge=+1 e_lumo_ha="-0.198 / -0.231" e_tot_ha=-5800.0384 e_homo_ev="-10.94 / -10.95" molar_mass_g_mol=887.5 multiplicity=5
Mn -2.69287 0.64240 0.24758 0.0 0.5 -0.3 1.26
N 0.61699 -0.63416 -0.32230 -1.4 -0.3 -0.9 -1.23
P -1.01744 -1.19170 -0.08518 1.1 0.3 0.3 1.08
C -1.32106 -2.26936 -1.50029 -0.6 0.8 -1.2 -0.41
C -1.52683 -1.56332 -2.69610 0.6 -1.0 -0.4 -0.20
C -1.66284 -2.22957 -3.93389 0.3 0.5 1.1 -0.18
C -1.72462 -3.64171 -3.98232 -0.2 1.4 0.8 -0.17
C -1.65263 -4.30860 -2.75177 0.5 -0.4 0.0 -0.20
C -1.39343 -3.65438 -1.53981 -0.6 0.0 0.3 -0.19
C -0.86571 -2.37052 1.26121 -0.4 0.5 0.2 -0.40
C -1.84886 -2.40211 2.27030 0.7 0.7 -1.7 -0.20
C -1.67692 -3.34705 3.21936 -0.5 -1.5 1.4 -0.21
C -0.62563 -4.28109 3.24876 -0.9 0.2 -0.3 -0.17
C 0.29127 -4.26973 2.22407 0.8 0.6 -0.7 -0.20
C 0.17837 -3.28770 1.22298 -0.3 -0.4 0.1 -0.18
P 1.14432 1.03873 -0.40980 0.3 0.1 0.5 1.02
C 2.24982 0.88598 -1.87722 0.0 -1.1 1.0 -0.36
C 3.20886 -0.12638 -1.93549 -0.1 -0.9 -1.9 -0.23
C 3.68154 -0.50628 -3.22447 0.6 0.6 0.3 -0.20
C 3.26195 0.12153 -4.43036 -0.4 0.4 2.2 -0.19
C 2.35153 1.19374 -4.27385 0.4 -0.2 -1.1 -0.19
C 1.90122 1.56783 -3.01277 -1.1 1.0 -0.4 -0.20
C 2.39045 0.98184 0.89705 2.5 0.0 0.9 -0.40
C 3.22754 2.15190 1.02626 -1.9 -0.3 -0.4 -0.15
C 4.16491 2.28597 1.99875 2.2 0.0 1.6 -0.23
C 4.40831 1.20111 2.91851 -1.2 0.5 -1.1 -0.20
C 3.63722 0.04457 2.78257 0.3 -0.3 0.6 -0.22
C 2.74073 -0.12705 1.71008 -0.4 1.6 -0.5 -0.22
H 0.97627 -1.09600 -1.15587 0.1 -0.3 0.2 0.43
H -1.44282 -0.48938 -2.63517 -0.1 0.3 -0.5 0.22
H -1.64860 -1.53474 -4.76678 -0.3 -0.6 -0.4 0.23
H -1.88959 -4.15239 -4.93122 0.2 0.0 0.4 0.24
H -1.70025 -5.39420 -2.73120 -0.1 0.1 0.0 0.23
H -1.34730 -4.16071 -0.57655 0.1 -0.4 -0.5 0.23
H -2.73223 -1.74583 2.17359 0.6 -0.4 0.5 0.22
H -2.46399 -3.51190 3.92749 -0.2 0.2 0.5 0.22
H -0.71102 -5.08187 3.97880 0.5 0.2 0.0 0.23
H 1.13977 -4.94823 2.13553 -0.4 -0.1 0.2 0.23
H 0.80789 -3.33206 0.32769 0.1 0.2 0.6 0.23
H 3.48155 -0.76233 -1.08806 0.1 0.5 -0.1 0.23
H 4.51309 -1.21970 -3.25338 -0.6 0.0 -0.1 0.22
H 3.66685 -0.21919 -5.37924 -0.2 0.2 0.1 0.23
H 1.97774 1.73585 -5.15909 0.3 -0.3 0.5 0.23
H 1.16772 2.37998 -2.83429 0.5 -0.5 -0.8 0.24
H 3.06984 3.00081 0.35787 -0.1 -0.2 0.1 0.21
H 4.79728 3.24011 2.06313 -1.0 -1.6 -0.1 0.23
H 5.16615 1.25009 3.68678 -0.1 0.2 0.1 0.23
H 3.69362 -0.74461 3.57620 0.3 0.6 -1.1 0.22
H 2.36825 -1.09889 1.43642 -0.6 -0.2 0.5 0.22
F -1.01118 1.76380 -2.36233 -1.0 0.1 0.1 -0.67
Sb -2.52668 2.92198 -2.20941 -0.6 1.6 -0.8 3.13
F -1.47429 4.46931 -2.46985 -0.2 -0.8 -0.2 -0.65
F -2.12194 3.05859 -0.31897 -0.1 -0.9 -0.2 -0.71
F -4.02611 4.05126 -1.89406 0.5 -0.8 -0.1 -0.65
F -3.68434 1.38541 -1.53017 1.2 0.0 0.2 -0.72
F -3.01018 2.58894 -4.02262 0.3 0.0 1.3 -0.63
C -4.07237 4.36785 2.25765 0.3 0.5 -1.3 -0.73
S -2.24309 4.56643 2.19285 -0.4 -0.3 0.4 0.51
C -1.56632 3.13839 2.89374 -0.2 1.3 0.0 -0.39
C -2.09989 1.84994 2.98020 -0.1 -0.5 0.4 -0.39
S -3.65249 1.30515 2.38649 1.1 -0.6 -0.6 -0.23
S -1.13281 0.72763 3.87379 0.3 0.7 0.0 0.57
C 0.16612 1.83241 4.35923 0.6 0.0 0.2 -0.58
S 1.38009 1.38138 5.36971 -1.0 0.4 -1.0 0.21
S -0.03145 3.47254 3.65030 -0.3 -1.5 0.3 0.55
H -4.50143 5.38327 2.20856 0.5 -0.3 0.6 0.26
H -4.33354 3.77968 3.12750 -0.3 0.2 0.0 0.24
H -4.39449 3.93638 1.30286 0.1 -0.4 0.4 0.25

=====

54
Properties=species:S:1:pos:R:3:forces:R:3:nbo_charge:R:1 method="wB97M-V/def2-TZVPD" total_charge=+1 e_lumo_ha=-0.190 e_tot_ha=-1211.0708 e_homo_ev=-10.15 molar_mass_g_mol=390.5 multiplicity=1
C -0.94308 0.22117 -1.14849 0.4 -0.3 -0.6 0.05
C -2.18622 0.91360 -1.33147 -0.9 0.7 0.0 -0.08
C -3.42050 0.20621 -1.31120 0.6 0.1 0.3 -0.15
C -4.63408 0.87578 -1.37929 0.0 0.2 -0.2 -0.23
C -4.66494 2.26644 -1.56545 0.4 -0.3 0.1 -0.13
C -3.46163 2.97759 -1.67697 0.1 -0.1 -0.1 -0.22
C -2.24196 2.31928 -1.56130 -0.1 -0.3 0.1 -0.14
C 0.30388 0.80397 -1.37837 0.2 0.0 0.1 -0.33
C 1.47981 0.07349 -1.49905 -0.6 0.0 0.1 0.07
C 2.77156 0.64000 -1.74270 0.9 0.5 -0.3 -0.18
C 3.91544 -0.20068 -1.83469 -0.5 0.1 0.2 -0.10
C 5.18880 0.32765 -1.99423 0.0 0.2 -0.1 -0.23
C 5.36537 1.71480 -2.12391 -0.4 -0.4 0.1 -0.12
C 4.24970 2.56351 -2.07960 -0.2 -0.1 0.0 -0.24
C 2.97373 2.04225 -1.88773 0.1 -0.3 0.1 -0.07
H -0.98255 -0.85226 -0.95859 0.0 0.1 -0.1 0.24
H -3.39136 -0.88368 -1.25597 -0.1 0.3 0.2 0.22
H -5.56592 0.31207 -1.30550 0.3 0.2 -0.1 0.23
H -5.61843 2.79011 -1.63157 0.3 -0.1 0.0 0.23
H -3.47653 4.05340 -1.86169 0.0 -0.4 0.1 0.24
H -1.31404 2.88586 -1.65637 -0.4 -0.1 0.1 0.21
H 0.35536 1.88564 -1.51391 0.0 -0.4 0.1 0.21
H 1.41456 -1.01530 -1.43706 0.0 0.2 0.1 0.24
H 3.76783 -1.27999 -1.75392 0.1 0.3 0.0 0.23
H 6.05273 -0.33952 -2.02270 -0.3 0.2 0.0 0.24
H 6.36519 2.12950 -2.25370 -0.3 -0.1 0.0 0.23
H 4.37881 3.64194 -2.19477 0.0 -0.4 0.0 0.23
H 2.11388 2.71267 -1.84830 0.4 -0.1 0.0 0.20
C 4.21102 -0.46680 2.14570 -0.2 -0.1 -0.1 -0.19
C 3.94879 -1.54021 1.28432 -0.2 0.1 0.3 -0.22
C 2.64086 -1.99248 1.11335 0.1 0.3 -0.3 -0.20
C 1.56517 -1.31491 1.71156 0.2 0.0 0.0 -0.06
C 0.16916 -1.69612 1.27290 0.2 -0.6 -0.5 0.43
C -0.92037 -0.86794 1.64154 0.7 0.2 0.8 -0.28
N -2.21774 -1.35037 1.74364 -1.2 -0.1 -0.5 -0.24
C -2.63513 -2.51157 1.11660 -0.1 0.6 0.2 0.00
C -3.97662 -2.82979 1.02663 -0.2 0.2 0.3 -0.21
C -4.94142 -2.01265 1.61233 0.2 0.1 -0.1 -0.19
C -4.50229 -0.89116 2.32599 0.0 0.0 0.0 -0.22
C -3.16348 -0.58277 2.40722 0.4 -0.5 -0.7 0.03
O 0.04907 -2.69599 0.51895 0.0 0.5 0.5 -0.68
C 1.84335 -0.30957 2.64907 0.1 0.0 -0.3 -0.20
C 3.15809 0.12066 2.85810 0.0 -0.1 -0.1 -0.22
H 5.23325 -0.10289 2.26668 -0.3 -0.1 0.0 0.22
H 4.75783 -2.01823 0.72738 -0.2 0.1 0.3 0.22
H 2.44018 -2.84728 0.46542 -0.1 0.3 0.1 0.24
H -0.75189 0.07761 2.15372 -0.1 -0.4 0.0 0.21
H -1.86529 -3.12073 0.66436 0.1 0.3 0.0 0.29
H -4.24450 -3.72121 0.46341 0.0 0.2 0.2 0.24
H -6.00306 -2.22960 1.51165 0.3 0.0 0.1 0.24
H -5.20663 -0.22273 2.81777 0.1 -0.2 -0.1 0.24
H -2.76074 0.27493 2.94195 -0.2 -0.2 -0.2 0.23
H 1.01893 0.13944 3.20110 0.3 0.0 -0.1 0.21
H 3.35803 0.92685 3.56717 -0.1 -0.3 -0.2 0.22